[1]
Here is the ion C18H36N with charge +1 at a distorted geometry from OMol25. Energies are from ωB97M-V/def2-TZVPD.

Last column: Löwdin charge in e.
Atoms and positions in Å:
C -8.37677 -1.58782 0.87119  -0.0702
C -7.02390 -1.10421 0.82247  -0.0510
C -5.89236 -0.70504 0.78317  -0.0267
C -4.52757 -0.21537 0.77895  -0.1202
N -3.96706 -0.10438 -0.60529  -0.3396
C -4.76735 0.86219 -1.37674  0.0158
C -4.05312 -1.42266 -1.26244  0.0099
C -2.52962 0.29737 -0.55804  -0.1319
C -2.21273 1.62716 0.12207  -0.1741
C -0.71723 1.94701 -0.00236  -0.1982
C 0.18047 0.98375 0.77504  -0.2131
C 1.61958 1.48844 0.89989  -0.2085
C 2.36660 1.51178 -0.43181  -0.2179
C 3.80297 2.02336 -0.30234  -0.2105
C 4.72406 1.16977 0.57099  -0.2193
C 4.89386 -0.26171 0.06599  -0.2256
C 5.96488 -1.00887 0.85854  -0.2295
C 6.08828 -2.48322 0.47234  -0.2716
C 6.61646 -2.69206 -0.94215  -0.1137
H -8.94270 -1.20935 0.02113  0.0919
H -8.85140 -1.24537 1.78929  0.0952
H -8.38690 -2.67654 0.85260  0.0924
H -3.89146 -0.89496 1.35391  0.1543
H -4.50044 0.77239 1.24510  0.1405
H -4.36312 0.96687 -2.38163  0.1231
H -5.79664 0.51198 -1.43793  0.1123
H -4.76533 1.83436 -0.88954  0.1117
H -3.46150 -2.15565 -0.71654  0.1224
H -3.68137 -1.35953 -2.28319  0.1198
H -5.08948 -1.75675 -1.27855  0.1081
H -1.98719 -0.49715 -0.04223  0.1342
H -2.17041 0.33865 -1.58931  0.1482
H -2.46653 1.59405 1.18238  0.1158
H -2.76966 2.44069 -0.34396  0.1136
H -0.43596 1.95246 -1.05583  0.1132
H -0.55947 2.95426 0.38543  0.1255
H -0.22836 0.85489 1.78064  0.1171
H 0.20008 0.00547 0.28911  0.1089
H 2.14732 0.83173 1.59187  0.1088
H 1.61627 2.49115 1.33178  0.1212
H 2.37297 0.50863 -0.86210  0.1080
H 1.84313 2.16787 -1.13070  0.1047
H 4.23361 2.08463 -1.30447  0.1120
H 3.77727 3.03653 0.10584  0.1116
H 4.35724 1.15354 1.59900  0.1054
H 5.70491 1.65009 0.58925  0.1161
H 3.94966 -0.80380 0.15506  0.1090
H 5.16892 -0.23386 -0.98951  0.1126
H 6.92952 -0.51842 0.71254  0.1149
H 5.72153 -0.94489 1.92243  0.1118
H 6.76820 -2.96892 1.17566  0.1036
H 5.11279 -2.96643 0.57162  0.1027
H 6.76482 -3.75178 -1.13623  0.0687
H 5.92016 -2.30735 -1.68309  0.0618
H 7.57008 -2.18495 -1.06932  0.0749

Calculated values
charge = +1
SMILES = CC#CC[N+](C)(C)CCCCCCCCCCCC
lowest unoccupied orbital energy = -2.386 eV
energy above the lowest of the compared OMol25 structures with the same formula, charge and spin = 2.12 kcal/mol
HOMO-LUMO gap = 10.006 eV
molecular weight = 266.49 g/mol
HOMO = -12.39 eV

***

[2]
Here is a structure of composition C18H36N6O3PRuSTe from OMol25. Energies are from ωB97M-V/def2-TZVPD.

Last column: Mulliken spin population.
Atoms and positions in Å:
Ru -0.15635 -0.19609 -0.33154  3.7178
C -3.39350 -3.79940 -0.80184  0.0053
C -2.35399 -2.73555 -0.99532  -0.0115
N -1.62752 -2.26989 -0.05151  0.0448
N -1.73542 -2.85288 1.17434  -0.0013
C -1.49471 -2.12489 2.28396  -0.0051
N -1.59293 -2.73573 3.46243  0.0134
S -1.09558 -0.50229 2.16888  0.1770
C -2.12260 -2.18552 -2.34633  0.0088
C -2.70627 -2.80032 -3.44921  -0.0011
C -2.49583 -2.29120 -4.72017  0.0010
C -1.69546 -1.17398 -4.84871  0.0055
C -1.13108 -0.63511 -3.70347  -0.0037
N -1.32210 -1.10883 -2.47288  0.0375
H -3.76117 -3.82756 0.22175  -0.0001
H -2.99759 -4.78538 -1.05980  -0.0003
H -4.25033 -3.60457 -1.44094  0.0004
H -2.07562 -3.80017 1.24289  0.0026
H -1.95366 -3.66951 3.57976  -0.0027
H -1.46292 -2.18160 4.29295  -0.0020
H -3.31687 -3.68171 -3.33126  0.0009
H -2.95024 -2.75918 -5.58267  0.0000
H -1.50145 -0.72191 -5.81086  0.0005
H -0.49521 0.22941 -3.80804  -0.0023
C -2.20528 2.17062 1.09060  -0.0021
N -1.76807 1.72155 -0.24037  0.0588
C -2.95303 1.30216 -1.00366  0.0024
C -1.09862 2.85507 -0.89908  0.0070
C -0.21651 2.44050 -2.06053  0.0126
N 0.98276 1.70877 -1.62350  0.0360
C 1.67133 1.08856 -2.76918  0.0570
C 1.91669 2.64326 -0.98391  0.0023
H -2.76369 3.10983 1.01345  0.0038
H -1.34100 2.32529 1.73550  0.0021
H -2.85256 1.42579 1.54242  0.0014
H -3.67651 2.12238 -1.07319  0.0094
H -3.42745 0.45935 -0.50097  -0.0036
H -2.68192 0.99967 -2.01156  0.0021
H -0.50516 3.36753 -0.14407  -0.0025
H -1.84429 3.57063 -1.26544  0.0058
H 0.07470 3.34634 -2.60809  0.0056
H -0.78897 1.81400 -2.74428  -0.0250
H 1.63898 1.73251 -3.65515  0.0039
H 1.24517 0.11800 -3.01015  -0.0275
H 2.71664 0.91962 -2.51864  0.0113
H 2.21657 3.42333 -1.69432  0.0083
H 2.80875 2.10930 -0.66743  0.0141
H 1.47336 3.10670 -0.10947  -0.0010
C 3.85103 2.94227 2.21305  0.0028
C 4.38628 1.68945 1.55012  0.0020
O 3.66869 0.48990 1.95144  -0.0031
P 2.18454 0.06056 1.66576  -0.0150
O 1.19414 1.13651 1.38668  0.0701
Te 2.14846 -1.53953 -0.23340  0.7648
O 1.85048 -0.78998 2.94598  -0.0022
C 2.81647 -1.66466 3.61191  0.0088
C 2.92309 -1.25901 5.06350  0.0024
H 4.38405 3.81016 1.82610  0.0000
H 3.99972 2.89315 3.29125  -0.0003
H 2.78761 3.06155 2.01771  0.0009
H 5.41040 1.49638 1.85982  0.0002
H 4.38087 1.76527 0.46163  -0.0006
H 3.78429 -1.59108 3.12206  -0.0007
H 2.43727 -2.68126 3.50906  0.0022
H 3.39297 -0.28074 5.15797  -0.0005
H 3.52871 -1.98809 5.60121  0.0004
H 1.93744 -1.21773 5.52673  -0.0001

Calculated values
charge = +2
lowest unoccupied orbital energy (spin up / spin down) = -6.005 / -7.797 eV
HOMO-LUMO gap (spin up / spin down) = 7.294 / 6.116 eV
molecular weight = 676.24 g/mol
2S+1 = 6
HOMO (spin up / spin down) = -13.30 / -13.91 eV

***

[3]
Here is a cluster of 8 separate species, C18H37BBrFO31PS7 in total at a distorted geometry from OMol25. Energies are from ωB97M-V/def2-TZVPD.

Last column: Löwdin charge in e.
Atoms and positions in Å:
O 2.00445 -1.54818 5.63353  0.0462
C 1.89498 -1.70421 4.47426  -0.7652
Br 3.43995 -1.07187 3.30819  0.6120
C 0.76068 -2.27919 3.71619  -0.2140
B 0.02516 -3.58183 4.43693  -0.6863
C -1.35640 -3.91240 3.57568  -0.2100
C -2.42297 -4.48773 4.48400  -0.2648
F -2.97390 -3.49875 5.32113  -0.0966
P 1.02968 -5.23806 4.44427  0.8589
O 2.31551 -5.19986 5.54672  -0.3582
O 1.60325 -5.52818 2.88914  -0.3796
H 1.06726 -2.44365 2.68067  0.0780
H 0.00600 -1.48255 3.68709  0.0786
H -0.21728 -3.27340 5.58157  0.0809
H -1.09848 -4.70984 2.86321  0.0705
H -1.69671 -3.00695 3.06466  0.0846
H -2.01785 -5.29191 5.10527  0.0917
H -3.23969 -4.92460 3.88572  0.0945
H 3.10941 -5.56566 5.13439  0.0208
H 1.81696 -6.46645 2.88871  0.0062
C -3.51736 0.35547 4.20872  -0.1543
C -3.62805 1.84400 3.94042  -0.1587
O -2.33518 2.20979 3.43789  -0.1847
S -1.71850 0.98668 2.60761  0.5952
O -1.97377 1.19987 1.22596  -0.2291
O -0.42383 0.72259 3.10480  -0.2010
O -2.72205 -0.14258 3.12655  -0.1886
H -2.99173 0.14942 5.14285  0.1388
H -4.48387 -0.14060 4.22267  0.1351
H -3.86034 2.41653 4.83391  0.1344
H -4.36972 2.06056 3.16743  0.1217
C -4.27723 2.51683 -1.42203  -0.1447
C -5.63834 2.06823 -1.90873  -0.1662
O -6.53361 2.45240 -0.85927  -0.1900
S -5.98952 3.79715 -0.16697  0.5985
O -6.68003 4.90776 -0.72192  -0.2221
O -5.94347 3.57795 1.23442  -0.2196
O -4.51666 3.76960 -0.76558  -0.2384
H -3.86400 1.82238 -0.68729  0.1259
H -3.56712 2.64904 -2.23388  0.1405
H -5.69272 0.99649 -2.07901  0.1335
H -5.93044 2.59641 -2.82001  0.1300
C 7.98160 -1.87372 -0.35985  -0.1743
C 6.60128 -2.32144 -0.79449  -0.1691
O 5.73772 -1.88291 0.25534  -0.1897
S 6.29482 -0.52059 0.88390  0.5635
O 5.61736 0.57341 0.28843  -0.2206
O 6.39692 -0.67819 2.28501  -0.2717
O 7.77378 -0.59431 0.24514  -0.1952
H 8.39974 -2.54643 0.39231  0.1318
H 8.67408 -1.78644 -1.19352  0.1302
H 6.52714 -3.39852 -0.91716  0.1347
H 6.29522 -1.82768 -1.72009  0.1322
C -0.95504 8.21956 -0.32040  -0.1655
C -0.10440 7.02572 0.04949  -0.1541
O -0.97515 6.20417 0.83918  -0.1776
S -2.48087 6.35323 0.31838  0.6174
O -2.78898 5.28019 -0.55461  -0.2122
O -3.30791 6.66788 1.42596  -0.2083
O -2.25938 7.67639 -0.56562  -0.1899
H -1.02926 8.92740 0.50879  0.1344
H -0.58665 8.73207 -1.20317  0.0987
H 0.77924 7.29862 0.61889  0.1379
H 0.19497 6.45893 -0.83436  0.1370
C -1.41350 -7.46482 -0.91139  -0.1694
C -1.82343 -6.00842 -0.96907  -0.1666
O -0.79348 -5.32039 -0.25988  -0.1726
S 0.60486 -6.06364 -0.46275  0.6201
O 1.32183 -5.41591 -1.50850  -0.2321
O 1.17331 -6.29400 0.80605  -0.2104
O 0.01164 -7.44454 -1.05673  -0.1983
H -1.65406 -7.90924 0.05645  0.1353
H -1.86434 -8.05623 -1.70466  0.1302
H -2.78760 -5.82278 -0.50399  0.1375
H -1.83765 -5.63923 -1.99799  0.1307
C -1.85700 10.44633 -4.61316  -0.1568
C -1.22722 11.73329 -4.12377  -0.1618
O -0.05226 11.30623 -3.42090  -0.1877
S 0.54144 9.99107 -4.11589  0.6032
O 1.59118 10.35839 -4.99273  -0.2074
O 0.71620 9.00492 -3.11096  -0.2227
O -0.74460 9.62448 -4.99204  -0.1820
H -2.40370 9.93877 -3.81574  0.1349
H -2.51662 10.59950 -5.46273  0.1359
H -1.87982 12.29526 -3.46180  0.1359
H -0.91640 12.36940 -4.95514  0.1338
C 3.15970 -7.64492 -4.26536  -0.1563
C 3.06559 -6.14297 -4.40035  -0.1548
O 4.37243 -5.74565 -4.85109  -0.1865
S 4.99134 -6.88906 -5.77736  0.5923
O 4.77123 -6.55925 -7.14049  -0.2255
O 6.28527 -7.20801 -5.29219  -0.2227
O 3.97292 -8.05656 -5.37666  -0.1921
H 3.66653 -7.93193 -3.34252  0.1368
H 2.18852 -8.12968 -4.30924  0.1348
H 2.81899 -5.65479 -3.46139  0.1141
H 2.34000 -5.85363 -5.16348  0.1358

Calculated values
charge = -1
lowest unoccupied orbital energy = 1.266 eV
HOMO-LUMO gap = 4.330 eV
molecular weight = 1114.62 g/mol
HOMO = -3.06 eV